This record from the Open Molecules 2025 dataset describes a molecular structure, C47H44BrN3O2OsP2S. The level of theory is ωB97M-V/def2-TZVPD.

Geometry as XYZ:
```
101
Properties=species:S:1:pos:R:3:mulliken_spin:R:1
Os 0.20920 -0.00483 0.52372 2.060
C 5.01334 6.56098 1.61318 -0.028
S 5.06911 4.83533 2.09681 0.826
C 3.36451 4.54523 2.64035 -0.038
C 2.81982 3.26138 2.02581 0.030
C 2.82696 3.34807 0.49589 0.049
N 2.23634 2.20609 -0.18630 0.032
P 2.59048 0.55544 0.28294 -0.044
C 4.35732 0.65030 0.72345 0.051
C 4.86421 0.17414 1.92672 0.003
C 6.22671 0.26503 2.18300 0.001
C 7.07104 0.83933 1.24547 0.000
C 6.56369 1.30498 0.03678 -0.001
C 5.20926 1.20568 -0.23366 0.004
C 2.76065 -0.39882 -1.26933 0.048
C 3.24881 -1.69703 -1.08356 -0.004
C 3.31554 -2.57660 -2.14811 -0.002
C 2.90495 -2.16984 -3.41169 0.018
C 2.45832 -0.87342 -3.60934 -0.006
C 2.37806 0.01112 -2.54298 0.047
P 0.57989 2.20184 -0.69339 0.175
C -0.27926 3.49060 0.26877 -0.116
C -0.60989 4.72647 -0.28642 0.000
C -1.29466 5.66548 0.47206 -0.002
C -1.65384 5.38187 1.78126 0.004
C -1.32591 4.15311 2.34221 0.026
C -0.65106 3.20901 1.58782 0.097
C 0.67505 2.92723 -2.36507 0.039
C -0.39424 2.76756 -3.24539 -0.003
C -0.34502 3.32512 -4.51346 0.000
C 0.76537 4.05590 -4.90885 0.002
C 1.83410 4.21415 -4.03687 0.002
C 1.79911 3.64220 -2.77501 0.007
H 5.98561 6.81717 1.19784 -0.002
H 4.80971 7.17337 2.49397 0.040
H 4.22936 6.69087 0.86678 0.032
H 2.77300 5.42049 2.37198 -0.004
H 3.40026 4.45280 3.73051 0.054
H 1.80349 3.09844 2.38594 0.004
H 3.43454 2.42353 2.35560 -0.002
H 3.86989 3.46661 0.15730 0.008
H 2.26726 4.23881 0.19671 -0.006
H 4.19592 -0.28210 2.64840 0.000
H 6.62689 -0.12063 3.11140 0.000
H 8.13338 0.90188 1.44145 0.000
H 7.22927 1.72712 -0.70525 0.000
H 4.81451 1.52945 -1.19011 0.002
H 3.55887 -2.01704 -0.09658 0.005
H 3.68736 -3.58070 -1.99186 0.000
H 2.94480 -2.86221 -4.24209 0.001
H 2.16252 -0.54092 -4.59644 0.000
H 2.05832 1.02588 -2.72083 -0.014
H -0.34155 4.95203 -1.31035 0.001
H -1.55660 6.61945 0.03371 0.000
H -2.19965 6.11144 2.36473 0.000
H -1.60850 3.92627 3.36222 0.001
H -0.41876 2.24025 2.01968 0.025
H -1.27038 2.20798 -2.94322 -0.001
H -1.18098 3.18892 -5.18647 0.000
H 0.79974 4.50019 -5.89426 0.000
H 2.70016 4.78646 -4.34215 0.000
H 2.64933 3.74975 -2.11477 -0.002
C -2.54544 0.55488 -0.80895 0.028
N -1.78377 0.22872 0.41284 -0.080
C -2.44234 -0.01704 1.52574 0.023
C -1.69465 -0.29842 2.66763 -0.021
C -1.98921 -0.59232 4.01058 0.116
C -0.76861 -0.81610 4.63491 -0.020
C 0.22845 -0.65695 3.66554 0.133
N -0.32366 -0.32597 2.48869 -0.054
C -2.62950 -0.56772 -1.81961 0.020
C -3.55985 -1.58562 -1.64905 -0.002
C -3.63524 -2.61928 -2.56938 0.001
C -2.76978 -2.65045 -3.65482 0.000
C -1.83134 -1.64342 -3.81861 0.010
C -1.76515 -0.60436 -2.90500 0.006
H -2.06126 1.41003 -1.27778 0.032
H -3.55173 0.86063 -0.51562 -0.011
H -3.52682 0.01834 1.54472 -0.014
H -2.97376 -0.63061 4.44841 0.001
H -0.60720 -1.05784 5.67223 0.000
H 1.29069 -0.81404 3.76745 0.019
H -4.23655 -1.57198 -0.80129 -0.002
H -4.37187 -3.40163 -2.43832 0.000
H -2.82852 -3.46099 -4.36933 0.000
H -1.14280 -1.67271 -4.65337 0.000
H -1.02561 0.17991 -3.03675 -0.020
Br 0.31835 -8.83595 0.26692 0.001
C 0.43185 -6.94510 0.24907 0.003
C 1.54575 -6.32694 0.79984 0.000
C 1.61464 -4.94516 0.80374 0.008
C 0.58447 -4.19458 0.24520 0.032
C -0.51631 -4.82729 -0.32304 0.010
C -0.59986 -6.20885 -0.31489 -0.002
C 0.63520 -2.71229 0.30468 0.055
O 1.37626 -2.13022 1.13181 0.133
O -0.09741 -2.03186 -0.48240 0.176
H 2.34119 -6.92429 1.22269 0.000
H 2.46433 -4.44051 1.24386 0.002
H -1.30527 -4.23529 -0.76577 0.001
H -1.45680 -6.71070 -0.74206 0.000
```

Summary:
ΔE to the lowest compared entry with this formula, charge and spin in kJ/mol: 208.9
Total charge: +2
Frontier orbital gap (alpha / beta) in eV: 7.4 / 2.4
Energy in hartree: -5877.1746
Expectation value of S²: 6.039
HOMO (alpha / beta) in eV: -12.243 / -12.253
Spin multiplicity: 5